{
  "formula": "C15H25NO4",
  "method": "the ωB97M-V functional and the def2-TZVPD basis",
  "energy_ha": -942.02062,
  "relative_energy_ev": 6.215,
  "charge": 0,
  "species": ["C", "O", "N", "O", "O", "O", "C", "C", "C", "C", "C", "C", "C", "C", "C", "C", "C", "C", "C", "C", "H", "H", "H", "H", "H", "H", "H", "H", "H", "H", "H", "H", "H", "H", "H", "H", "H", "H", "H", "H", "H", "H", "H", "H", "H"],
  "positions_angstrom": [[2.32, -2.64, 6.71], [-0.31, 2.52, -0.53], [2.20, -1.96, 5.79], [0.47, 4.96, -0.01], [-0.46, 4.69, -1.07], [0.68, -0.50, 5.07], [-0.83, 3.42, -1.17], [2.94, -0.54, 3.96], [-1.92, 3.02, -2.17], [-1.37, 2.52, -3.55], [-0.49, 1.31, -3.60], [-1.21, 0.08, -3.04], [-0.13, -1.03, -2.97], [-0.74, -2.24, -2.16], [-0.04, -2.55, -0.83], [-0.35, -1.51, 0.16], [0.40, -1.83, 1.45], [-0.12, -0.94, 2.68], [0.44, -1.45, 4.04], [1.80, -1.15, 4.64], [0.00, 5.44, 0.76], [2.57, 0.37, 3.48], [3.72, -0.24, 4.77], [3.44, -1.26, 3.16], [-2.58, 3.88, -2.30], [-2.46, 2.21, -1.66], [-2.09, 2.46, -4.32], [-0.78, 3.32, -3.90], [-0.36, 1.22, -4.74], [0.50, 1.53, -3.16], [-1.49, 0.41, -2.02], [-2.04, -0.24, -3.69], [0.81, -0.65, -2.48], [0.11, -1.26, -3.95], [-0.49, -3.12, -2.84], [-1.83, -2.19, -2.18], [1.06, -2.77, -0.91], [-0.42, -3.42, -0.52], [-1.38, -1.43, 0.54], [-0.16, -0.57, -0.20], [0.17, -2.88, 1.74], [1.52, -1.72, 1.45], [-1.18, -1.14, 2.75], [0.20, 0.10, 2.44], [-0.15, -2.18, 4.41]]
}

{
  "formula": "C15H26AuN7O6S2",
  "method": "the ωB97M-V functional and the def2-TZVPD basis",
  "energy_ha": -2353.77940,
  "relative_energy_ev": 0.000,
  "charge": 0,
  "species": ["Au", "C", "C", "N", "O", "C", "C", "N", "O", "H", "H", "H", "H", "H", "H", "H", "C", "C", "S", "O", "O", "C", "C", "N", "C", "N", "C", "C", "N", "O", "O", "C", "H", "H", "H", "H", "H", "H", "H", "H", "H", "H", "H", "H", "H", "S", "C", "N", "C", "C", "N", "H", "H", "H", "H", "H", "H"],
  "positions_angstrom": [[1.34, 2.85, -0.19], [5.70, 3.34, 0.15], [4.25, 3.56, -0.17], [3.39, 2.60, 0.01], [3.92, 1.44, 0.61], [3.82, 4.82, -0.71], [4.77, 5.88, -1.18], [2.51, 5.00, -0.77], [2.05, 6.07, -1.24], [5.81, 2.67, 1.00], [6.18, 4.29, 0.37], [6.21, 2.88, -0.70], [3.22, 0.79, 0.47], [5.72, 5.47, -1.51], [4.97, 6.63, -0.40], [4.30, 6.41, -2.01], [-3.27, -5.17, 0.79], [-3.15, -3.90, -0.05], [-3.21, -2.48, 1.02], [-4.52, -2.40, 1.61], [-2.05, -2.50, 1.87], [-3.02, -1.12, -0.12], [-3.32, 0.20, 0.60], [-2.50, 1.26, 0.02], [-1.33, 1.66, 0.55], [-0.69, 2.46, -0.30], [-1.47, 2.60, -1.41], [-2.59, 1.87, -1.23], [-3.67, 1.69, -2.14], [-4.55, 0.89, -1.86], [-3.64, 2.36, -3.16], [-0.88, 1.30, 1.91], [-3.23, -6.05, 0.14], [-4.22, -5.19, 1.32], [-2.47, -5.24, 1.51], [-3.98, -3.80, -0.75], [-2.21, -3.84, -0.58], [-3.70, -1.27, -0.96], [-1.98, -1.16, -0.45], [-3.07, 0.15, 1.65], [-4.37, 0.45, 0.51], [-1.18, 3.21, -2.25], [-1.50, 1.79, 2.66], [0.15, 1.63, 2.03], [-0.91, 0.22, 2.07], [0.94, -0.73, -0.02], [0.79, -2.39, 0.05], [1.00, -3.16, 1.14], [0.59, -4.54, 0.90], [0.66, -4.60, -0.62], [0.41, -3.20, -0.97], [1.03, -2.73, 2.05], [-0.43, -4.71, 1.27], [1.26, -5.24, 1.39], [-0.09, -5.26, -1.05], [1.65, -4.92, -0.96], [0.57, -2.86, -1.91]]
}

{
  "formula": "C15H26Ca3F8N4O28S8",
  "method": "the ωB97M-V functional and the def2-TZVPD basis",
  "energy_ha": -8929.92527,
  "multiplicity": 2,
  "charge": 1,
  "species": ["Ca", "Ca", "Ca", "N", "S", "O", "O", "F", "S", "O", "O", "F", "N", "S", "O", "O", "F", "S", "O", "O", "F", "N", "S", "O", "O", "F", "S", "O", "O", "F", "N", "S", "O", "O", "F", "S", "O", "O", "F", "C", "C", "O", "C", "O", "O", "H", "H", "H", "H", "C", "C", "C", "O", "C", "O", "O", "H", "H", "H", "H", "H", "H", "C", "C", "O", "C", "O", "O", "C", "H", "H", "H", "H", "H", "H", "H", "H", "C", "C", "O", "C", "O", "O", "C", "H", "H", "H", "H", "H", "H", "H", "H"],
  "positions_angstrom": [[-0.73, 3.07, 0.94], [1.56, -2.45, 2.21], [-4.27, 0.00, -2.85], [-1.15, 0.93, 0.28], [-2.52, -0.09, 0.53], [-2.29, -1.11, 1.54], [-3.19, -0.41, -0.76], [-3.53, 1.04, 1.13], [-0.39, -0.25, -0.28], [-0.75, -0.55, -1.65], [0.14, -1.41, 0.49], [1.02, 0.63, -0.52], [-4.05, 2.05, -2.33], [-2.72, 3.19, -2.31], [-2.05, 3.43, -1.04], [-2.74, 4.25, -3.26], [-1.67, 2.08, -2.97], [-5.03, 3.04, -1.72], [-5.80, 3.82, -2.63], [-4.72, 3.57, -0.39], [-6.03, 1.78, -1.37], [1.17, -0.41, 2.98], [0.04, 0.35, 4.03], [-0.93, 1.27, 3.36], [0.42, 0.44, 5.43], [-0.82, -1.04, 4.09], [1.85, 0.97, 2.78], [2.85, 1.42, 3.71], [1.11, 1.91, 1.90], [2.77, 0.35, 1.61], [-3.61, 5.65, 3.40], [-3.74, 4.23, 2.82], [-2.57, 3.71, 2.10], [-5.06, 3.64, 2.65], [-3.28, 3.55, 4.28], [-4.36, 6.33, 2.02], [-5.83, 6.29, 2.10], [-3.70, 6.23, 0.68], [-3.95, 7.83, 2.45], [1.13, -5.17, -3.48], [1.52, -3.75, -3.89], [1.42, -2.96, -2.68], [1.41, -3.87, -1.61], [1.44, -3.50, -0.44], [1.53, -5.11, -2.12], [1.82, -5.91, -3.89], [0.07, -5.30, -3.68], [0.75, -3.34, -4.54], [2.54, -3.67, -4.25], [0.14, 6.61, -3.43], [0.86, 5.25, -3.46], [2.36, 5.36, -3.09], [2.50, 4.44, -2.07], [1.31, 3.97, -1.68], [1.06, 3.23, -0.80], [0.36, 4.59, -2.29], [0.10, 7.07, -4.42], [0.36, 7.22, -2.56], [-0.92, 6.45, -3.22], [0.73, 4.67, -4.38], [2.64, 6.38, -2.85], [2.98, 5.16, -3.96], [-0.58, -7.86, 0.19], [-1.43, -6.87, 1.03], [-0.66, -5.62, 1.11], [-0.97, -4.61, 1.99], [-0.28, -3.62, 2.30], [-2.11, -4.85, 2.57], [-2.73, -3.81, 3.37], [-0.41, -7.45, -0.81], [-1.03, -8.85, 0.16], [0.38, -8.05, 0.67], [-1.55, -7.43, 1.96], [-2.35, -6.80, 0.44], [-2.11, -3.07, 3.88], [-3.40, -4.28, 4.09], [-3.36, -3.23, 2.70], [4.16, -0.97, -1.77], [4.93, -2.10, -1.26], [5.63, -1.78, -0.04], [5.04, -1.81, 1.16], [3.88, -2.14, 1.39], [5.94, -1.39, 2.12], [5.50, -0.86, 3.38], [3.20, -0.70, -1.32], [4.01, -1.26, -2.81], [4.72, -0.04, -1.73], [5.73, -2.38, -1.95], [4.23, -2.90, -1.02], [5.25, -1.75, 3.94], [4.61, -0.24, 3.48], [6.22, -0.43, 4.08]]
}